Below is a 2-piece molecular cluster, C36H18F15OSi overall in a non-equilibrium geometry, with properties calculated with ωB97M-V/def2-TZVPD.

Structure (XYZ):
```
71
Properties=species:S:1:pos:R:3:forces:R:3:mulliken_charge:R:1
Si 1.297 2.345 -0.234 -0.357 0.317 -1.633 -0.167
F 5.344 5.546 0.298 -0.607 -0.096 -0.365 -0.282
F 3.738 3.474 1.025 0.017 0.333 -0.839 -0.339
F -0.705 0.758 0.941 0.040 0.811 0.645 -0.023
F 4.550 7.277 -1.692 -0.575 -1.077 0.145 -0.269
F -1.537 5.850 2.679 0.298 -1.122 -0.215 -0.267
F 3.544 1.417 -1.831 -0.262 -0.789 0.579 -0.371
F 4.717 -1.010 -1.969 -0.452 0.336 1.114 -0.289
F 1.522 0.258 2.306 0.455 -0.266 -0.606 -0.425
F -2.639 1.215 2.817 0.500 0.686 -0.348 -0.294
F 4.528 -2.733 0.194 -0.622 0.755 -0.028 -0.315
F 0.490 5.332 0.981 -0.492 -0.697 0.439 -0.258
F 2.240 6.758 -3.078 0.228 -0.641 0.661 -0.281
F -3.091 3.820 3.672 0.966 -0.305 -0.807 -0.278
F 0.657 4.643 -2.349 0.945 0.074 0.142 -0.316
F 2.818 -2.113 2.253 0.193 0.492 -0.483 -0.382
O 0.573 1.690 -1.589 1.855 1.420 1.404 -0.238
C 0.029 2.983 0.991 -0.511 -0.110 0.469 0.551
C -3.197 -3.865 0.661 0.082 -0.072 0.457 -0.565
C -1.960 -0.643 -2.640 -0.645 -0.610 -0.973 -0.559
C 1.880 4.791 -1.769 -0.498 -0.108 -0.083 0.432
C -0.728 -0.366 -1.854 1.171 2.358 -0.756 0.022
C 3.847 -1.573 0.183 0.172 -0.157 0.047 0.652
C 3.422 4.205 -0.085 0.055 0.050 0.285 0.585
C -0.233 4.286 1.438 0.271 0.260 -0.225 0.447
C -2.094 0.553 -3.632 -0.347 0.424 0.234 -0.958
C -0.807 -4.740 2.176 -0.561 -0.295 -0.101 -0.191
C 2.312 -0.021 1.239 -0.132 0.236 -0.050 0.214
C -2.234 -2.817 0.520 -0.433 0.129 0.231 0.534
C 0.479 -6.770 2.040 -0.363 0.362 -0.051 -0.327
C 3.316 0.535 -0.818 -0.042 0.506 -0.616 -0.134
C 4.228 5.295 -0.408 0.230 0.120 0.257 0.089
C -4.542 -3.578 0.861 0.067 0.051 -0.276 -0.788
C -0.226 0.868 -2.226 -1.945 -1.863 0.431 0.485
C -0.838 1.426 -3.474 -0.130 -0.169 -0.364 -0.402
C 3.838 6.163 -1.432 0.154 0.162 0.129 0.586
C 1.055 -6.319 0.842 0.230 -0.018 -0.277 -0.695
C -0.482 -5.980 2.698 0.470 -0.159 -0.036 -0.731
C 2.255 3.884 -0.775 0.411 0.166 0.067 -0.459
C -1.273 4.571 2.331 -0.158 0.600 -0.001 -0.153
C 2.403 0.895 0.181 0.801 -0.750 0.693 0.678
C -2.083 3.543 2.821 -0.292 0.060 0.254 0.557
C -4.058 -1.195 0.719 -0.074 -0.085 0.094 -0.742
C -4.987 -2.250 0.764 0.440 0.045 0.178 -0.487
C 0.695 -5.094 0.287 -0.043 0.001 0.032 -0.323
C -0.837 2.017 1.476 -0.178 -0.664 -0.233 0.204
C 3.986 -0.681 -0.877 0.264 -0.167 -0.530 0.172
C -1.856 2.232 2.387 -0.372 -0.038 0.249 -0.363
C -0.853 -3.118 0.316 -0.531 -1.421 0.844 -0.260
C 2.654 5.899 -2.123 -0.345 0.258 -0.237 0.045
C -0.289 -4.286 0.925 -0.068 -0.203 0.140 0.103
C -2.709 -1.485 0.628 0.130 0.068 -0.450 0.514
C 3.004 -1.235 1.244 -0.235 -0.167 0.252 0.274
H -1.087 2.493 -3.354 0.220 -0.375 -0.120 0.172
H -1.978 -0.694 0.651 -0.155 0.029 -0.152 0.354
H -6.050 -2.032 0.725 0.141 -0.060 0.262 0.436
H -0.129 1.319 -4.318 -0.252 0.144 0.392 0.275
H -1.955 -1.612 -3.173 0.027 0.281 0.195 0.359
H -0.247 -2.528 -0.348 0.116 0.147 -0.009 0.826
H -2.873 -4.904 0.587 -0.088 0.311 0.019 0.620
H -1.509 -4.118 2.728 0.173 -0.001 -0.198 0.588
H 1.783 -6.958 0.320 -0.391 0.405 0.286 0.388
H -4.383 -0.144 0.785 0.133 -0.697 -0.114 0.428
H -2.877 -0.621 -2.030 0.392 -0.340 0.095 0.013
H 0.763 -7.740 2.461 -0.081 0.379 -0.230 0.424
H -0.259 -1.027 -1.143 -0.161 0.465 0.192 0.026
H 1.085 -4.788 -0.688 -0.021 -0.107 0.393 0.453
H -5.248 -4.390 1.072 0.271 0.364 -0.424 0.408
H -2.927 1.180 -3.279 0.038 -0.320 -0.326 0.279
H -2.312 0.246 -4.659 0.128 0.047 0.246 0.336
H -0.958 -6.343 3.618 0.335 0.296 -0.399 0.408
```
Positions in Å, forces in eV/Å.

Values from the calculation:
total charge: +1
relative energy (zero: lowest compared OMol25 entry of this formula, charge and spin): 35.6 kcal per mole
strongest force on any atom: 2.7 eV/Å
E_LUMO: -5.80 eV
DFT total energy: -88301.5075 eV
orbital gap: 5.0 eV
HOMO energy: -10.82 eV